Entry a
{
  "formula": "C60H165N15O15",
  "method": "the ωB97M-V functional and the def2-TZVPD basis",
  "symbols": ["C", "C", "C", "O", "C", "N", "H", "H", "H", "H", "H", "H", "H", "H", "H", "H", "H", "C", "C", "C", "O", "C", "N", "H", "H", "H", "H", "H", "H", "H", "H", "H", "H", "H", "C", "C", "C", "O", "C", "N", "H", "H", "H", "H", "H", "H", "H", "H", "H", "H", "H", "C", "C", "C", "O", "C", "N", "H", "H", "H", "H", "H", "H", "H", "H", "H", "H", "H", "C", "C", "C", "O", "C", "N", "H", "H", "H", "H", "H", "H", "H", "H", "H", "H", "H", "C", "C", "C", "O", "C", "N", "H", "H", "H", "H", "H", "H", "H", "H", "H", "H", "H", "C", "C", "C", "O", "C", "N", "H", "H", "H", "H", "H", "H", "H", "H", "H", "H", "H", "C", "C", "C", "O", "C", "N", "H", "H", "H", "H", "H", "H", "H", "H", "H", "H", "H", "C", "C", "C", "O", "C", "N", "H", "H", "H", "H", "H", "H", "H", "H", "H", "H", "H", "C", "C", "C", "O", "C", "N", "H", "H", "H", "H", "H", "H", "H", "H", "H", "H", "H", "C", "C", "C", "O", "C", "N", "H", "H", "H", "H", "H", "H", "H", "H", "H", "H", "H", "C", "C", "C", "O", "C", "N", "H", "H", "H", "H", "H", "H", "H", "H", "H", "H", "H", "C", "C", "C", "O", "C", "N", "H", "H", "H", "H", "H", "H", "H", "H", "H", "H", "H", "C", "C", "C", "O", "C", "N", "H", "H", "H", "H", "H", "H", "H", "H", "H", "H", "H", "C", "C", "C", "O", "C", "N", "H", "H", "H", "H", "H", "H", "H", "H", "H", "H", "H"],
  "xyz": [[-5.6507, 4.0281, 1.9129], [-6.4602, 4.7768, 2.9325], [-7.3905, 5.8015, 2.2193], [-6.6866, 6.9595, 1.8436], [-7.5306, 7.9910, 1.3061], [-7.2401, 3.8675, 3.7589], [-5.2331, 4.7523, 1.2134], [-6.3085, 3.2940, 1.4477], [-4.8466, 3.4829, 2.4071], [-5.7506, 5.3240, 3.5532], [-8.0906, 6.2028, 2.9520], [-8.0013, 5.4054, 1.4081], [-8.4643, 8.1809, 1.8355], [-7.7699, 7.7618, 0.2677], [-7.0062, 8.9458, 1.2697], [-6.7261, 3.0029, 3.8510], [-7.9758, 3.5565, 3.1408], [4.7333, 5.3102, -4.2913], [5.0967, 4.0649, -3.5686], [4.8283, 4.2687, -2.0543], [5.4327, 3.1155, -1.4008], [5.1606, 3.1583, -0.0053], [4.3319, 2.9544, -4.0939], [5.3832, 6.1146, -3.9467], [3.7022, 5.6042, -4.0954], [4.9313, 5.2200, -5.3594], [6.1717, 3.9695, -3.7213], [3.7629, 4.3400, -1.8353], [5.2131, 5.2255, -1.7012], [5.3618, 4.1616, 0.3702], [5.9778, 2.5718, 0.4145], [4.2209, 2.7440, 0.3599], [4.5287, 2.1676, -3.4919], [4.7831, 2.5963, -4.9235], [0.2431, -0.9992, -2.7689], [-0.4108, 0.0919, -1.8153], [0.2328, 0.1918, -0.4347], [0.1793, -1.1138, 0.1977], [0.4258, -1.0593, 1.5956], [-0.2569, 1.3426, -2.4750], [1.3247, -0.9650, -2.6389], [0.0521, -0.8633, -3.8334], [-0.1308, -1.9982, -2.5446], [-1.4628, -0.1516, -1.6665], [-0.2292, 0.9342, 0.2160], [1.2779, 0.4726, -0.5651], [1.3933, -0.6091, 1.8180], [0.3526, -2.0585, 2.0248], [-0.3600, -0.4700, 2.0682], [-0.5779, 2.1109, -1.9033], [0.7006, 1.4484, -2.7782], [3.6161, -2.5078, 11.9783], [3.2812, -2.2432, 10.5022], [3.8242, -3.3192, 9.5196], [3.3384, -3.0270, 8.1932], [3.9594, -3.7943, 7.2039], [1.8540, -2.2598, 10.4701], [3.0686, -3.3315, 12.4365], [3.3067, -1.6541, 12.5812], [4.6727, -2.5821, 12.2355], [3.6888, -1.2466, 10.3327], [3.4394, -4.3121, 9.7527], [4.8971, -3.4309, 9.6766], [4.7368, -3.1319, 6.8232], [3.4108, -4.0327, 6.2927], [4.4430, -4.7256, 7.4986], [1.5291, -2.1624, 9.5188], [1.6286, -3.2157, 10.7059], [-1.8373, -7.9263, -0.7615], [-1.8561, -9.0985, -1.7079], [-1.4168, -10.4306, -1.0011], [-0.0031, -10.3015, -0.6004], [0.4720, -11.5171, -0.0304], [-3.1913, -9.1669, -2.2709], [-2.2394, -7.0215, -1.2174], [-0.7983, -7.7409, -0.4892], [-2.4012, -8.2015, 0.1297], [-1.1591, -8.8656, -2.5129], [-1.6687, -11.3338, -1.5569], [-1.9609, -10.5131, -0.0603], [0.3613, -12.4125, -0.6420], [-0.0448, -11.7462, 0.9015], [1.4991, -11.4865, 0.3333], [-3.7881, -9.5328, -1.5428], [-3.1625, -9.9289, -2.9332], [-1.1049, 3.6261, -14.4511], [-0.0894, 4.4825, -13.7498], [0.7867, 3.6801, -12.8187], [-0.0060, 3.1748, -11.7855], [0.7095, 2.4509, -10.7346], [0.6504, 5.3128, -14.6771], [-1.9282, 3.4071, -13.7711], [-0.6450, 2.7083, -14.8176], [-1.4993, 4.2316, -15.2671], [-0.5817, 5.1900, -13.0826], [1.5761, 4.2969, -12.3893], [1.3218, 2.8292, -13.2404], [0.0327, 1.9552, -10.0386], [1.2694, 3.1770, -10.1452], [1.4662, 1.7555, -11.0980], [1.1168, 6.0371, -14.1499], [-0.0735, 5.7890, -15.1960], [6.7316, 5.6990, 10.0400], [7.3427, 4.3887, 9.4778], [7.1217, 4.3709, 7.9542], [7.5970, 3.2000, 7.1702], [6.8038, 2.0391, 7.4678], [8.8310, 4.2594, 9.6345], [5.7096, 5.8534, 9.6941], [7.3704, 6.5471, 9.7935], [6.7655, 5.5044, 11.1120], [6.8232, 3.6074, 10.0326], [7.5424, 5.2987, 7.5666], [6.0705, 4.5148, 7.7045], [7.2704, 1.2123, 6.9322], [5.7541, 2.0505, 7.1745], [6.8323, 1.8589, 8.5424], [9.1712, 3.6829, 8.8782], [9.2273, 5.1507, 9.3724], [-2.9581, -4.6882, -7.8759], [-4.4781, -4.4059, -7.9154], [-5.0931, -3.6356, -9.1099], [-4.4680, -2.3274, -9.1819], [-4.9976, -1.6755, -10.3326], [-5.2155, -5.6179, -7.7181], [-2.5023, -5.3346, -8.6259], [-2.6298, -5.0770, -6.9120], [-2.3973, -3.7556, -7.9376], [-4.6054, -3.7409, -7.0612], [-6.1695, -3.5408, -8.9669], [-4.8483, -4.1570, -10.0353], [-4.5720, -0.6721, -10.3379], [-6.0874, -1.6604, -10.3446], [-4.6559, -2.1412, -11.2570], [-5.1636, -5.8598, -6.7388], [-4.8368, -6.4019, -8.2300], [-3.5160, -0.0594, 7.4995], [-4.7406, -0.9882, 7.4304], [-4.5784, -2.0405, 6.3473], [-4.8431, -1.4637, 5.0837], [-4.8114, -2.3451, 3.9813], [-4.7919, -1.6648, 8.7057], [-3.3344, 0.4983, 6.5807], [-2.6183, -0.6263, 7.7463], [-3.4954, 0.7049, 8.2763], [-5.6893, -0.4761, 7.2699], [-5.4056, -2.7203, 6.5515], [-3.6501, -2.6041, 6.4415], [-5.4535, -3.2096, 4.1500], [-3.7866, -2.6148, 3.7262], [-5.1576, -1.8296, 3.0855], [-4.7712, -0.8917, 9.3553], [-5.7079, -2.0471, 8.8924], [7.5954, -4.0676, -3.3027], [6.6460, -3.1767, -2.4344], [6.3636, -3.7773, -1.0324], [6.0274, -5.1873, -0.9622], [4.7884, -5.4425, -1.5648], [7.1507, -1.8225, -2.3653], [7.7618, -3.5628, -4.2543], [7.2973, -5.1031, -3.4670], [8.6017, -4.1731, -2.8973], [5.7223, -3.1038, -3.0086], [5.5967, -3.1530, -0.5738], [7.2850, -3.6831, -0.4577], [4.6187, -6.5182, -1.6101], [4.7318, -5.0295, -2.5719], [3.9197, -5.0303, -1.0514], [7.5298, -1.5320, -3.2552], [6.4409, -1.1582, -2.0914], [4.1244, -6.4267, -10.5536], [3.0615, -6.2413, -9.4837], [3.4417, -6.7016, -8.0194], [3.6946, -8.1085, -8.0693], [4.2034, -8.7221, -6.8653], [2.6364, -4.8662, -9.5663], [4.2550, -7.5064, -10.6256], [5.1041, -6.1724, -10.1493], [3.9610, -5.9150, -11.5021], [2.2013, -6.8654, -9.7261], [2.6458, -6.3555, -7.3601], [4.2409, -6.0586, -7.6506], [3.4417, -8.6731, -6.0872], [5.1234, -8.3150, -6.4459], [4.4315, -9.7667, -7.0772], [2.5567, -4.5584, -10.5249], [1.7947, -4.6796, -9.0401], [-7.0127, 3.5802, -4.8960], [-7.0452, 2.4065, -5.9119], [-8.1429, 2.5653, -7.0447], [-9.4287, 2.2517, -6.4439], [-10.4519, 1.8625, -7.3743], [-5.6888, 2.3168, -6.4381], [-6.0713, 3.7426, -4.3710], [-7.7915, 3.4106, -4.1525], [-7.2030, 4.5740, -5.3015], [-7.2747, 1.4575, -5.4274], [-8.0091, 1.8100, -7.8191], [-8.0828, 3.5071, -7.5902], [-10.7906, 2.8366, -7.7273], [-11.3123, 1.3829, -6.9077], [-10.1671, 1.3016, -8.2645], [-5.0072, 2.2460, -5.6961], [-5.7962, 1.4322, -6.9135], [-0.0959, 8.2536, -0.0069], [0.3714, 9.6795, 0.1419], [1.6561, 9.8077, 1.0574], [2.7983, 9.1008, 0.5713], [3.8102, 9.3370, 1.5292], [0.8154, 10.1653, -1.1377], [-0.9819, 8.3531, -0.6339], [-0.4422, 7.8091, 0.9262], [0.6067, 7.6073, -0.5330], [-0.3092, 10.3917, 0.6085], [1.3576, 9.4265, 2.0340], [1.8624, 10.8712, 1.1785], [4.0638, 10.3648, 1.7889], [4.7371, 8.8375, 1.2473], [3.6121, 8.7556, 2.4297], [1.6383, 9.5960, -1.2752], [1.2576, 11.0456, -0.9150], [-2.4235, 8.6133, 6.3969], [-2.0115, 7.5168, 7.3912], [-0.4381, 7.3636, 7.4098], [0.1465, 6.8094, 6.2093], [-0.2656, 5.5098, 5.8606], [-2.3909, 8.0897, 8.6908], [-3.5072, 8.6802, 6.3003], [-2.1200, 8.3789, 5.3766], [-2.0226, 9.6107, 6.5769], [-2.5071, 6.5592, 7.2317], [-0.0467, 6.8046, 8.2598], [0.0224, 8.3515, 7.4058], [-0.0028, 4.7021, 6.5437], [0.0503, 5.2349, 4.8543], [-1.3430, 5.3995, 5.7375], [-2.0300, 7.5155, 9.4393], [-1.9972, 9.0033, 8.8652], [-0.0998, -7.8652, 10.4112], [-0.9797, -7.0588, 9.4872], [-1.6882, -7.9334, 8.3905], [-0.7289, -8.6465, 7.6009], [-0.3805, -8.0954, 6.3999], [-1.8087, -6.1509, 10.3158], [0.4664, -7.2499, 11.1104], [0.6226, -8.4232, 9.8154], [-0.6746, -8.6039, 10.9699], [-0.3288, -6.3698, 8.9491], [-2.2664, -7.2226, 7.8000], [-2.4012, -8.6000, 8.8756], [0.5179, -8.3529, 5.8390], [-0.4664, -7.0116, 6.4786], [-1.1885, -8.4070, 5.7378], [-2.6572, -6.6427, 10.5574], [-2.2070, -5.4398, 9.7193]],
  "mulliken_charge": [-1.399, 0.424, -0.749, -0.293, -0.762, -0.715, 0.388, 0.326, 0.331, 0.250, 0.424, 0.364, 0.308, 0.308, 0.254, 0.260, 0.282, -1.487, 0.638, -0.803, -0.294, -0.801, -0.740, 0.401, 0.310, 0.360, 0.218, 0.393, 0.421, 0.327, 0.287, 0.246, 0.270, 0.254, -1.347, 0.338, -0.528, -0.293, -0.743, -0.649, 0.287, 0.411, 0.324, 0.285, 0.393, 0.220, 0.286, 0.254, 0.295, 0.253, 0.212, -1.398, 0.377, -0.585, -0.314, -0.804, -0.734, 0.308, 0.355, 0.380, 0.298, 0.309, 0.362, 0.290, 0.267, 0.333, 0.322, 0.235, -1.397, 0.373, -0.634, -0.268, -0.817, -0.741, 0.374, 0.328, 0.298, 0.350, 0.391, 0.292, 0.312, 0.325, 0.274, 0.269, 0.270, -1.248, 0.584, -0.739, -0.291, -0.742, -0.790, 0.298, 0.291, 0.395, 0.211, 0.316, 0.351, 0.257, 0.295, 0.297, 0.267, 0.249, -1.368, 0.309, -0.730, -0.382, -0.675, -0.686, 0.349, 0.331, 0.353, 0.311, 0.367, 0.383, 0.259, 0.296, 0.288, 0.309, 0.287, -1.480, 0.491, -0.704, -0.287, -0.756, -0.673, 0.348, 0.378, 0.354, 0.223, 0.384, 0.310, 0.260, 0.290, 0.317, 0.287, 0.255, -1.396, 0.481, -0.691, -0.240, -0.766, -0.691, 0.310, 0.375, 0.385, 0.276, 0.281, 0.341, 0.300, 0.299, 0.241, 0.247, 0.250, -1.405, 0.650, -0.697, -0.330, -0.675, -0.688, 0.388, 0.300, 0.359, 0.177, 0.320, 0.340, 0.257, 0.266, 0.285, 0.233, 0.221, -1.292, 0.621, -0.785, -0.291, -0.730, -0.692, 0.309, 0.319, 0.394, 0.191, 0.327, 0.370, 0.289, 0.300, 0.253, 0.210, 0.207, -1.285, 0.501, -0.599, -0.313, -0.738, -0.740, 0.401, 0.309, 0.291, 0.219, 0.289, 0.323, 0.304, 0.255, 0.305, 0.247, 0.230, -1.302, 0.378, -0.852, -0.273, -0.824, -0.818, 0.389, 0.342, 0.238, 0.384, 0.351, 0.427, 0.316, 0.290, 0.314, 0.342, 0.301, -1.295, 0.470, -0.732, -0.297, -0.751, -0.747, 0.366, 0.320, 0.340, 0.331, 0.406, 0.219, 0.313, 0.302, 0.249, 0.240, 0.268, -1.416, 0.708, -0.780, -0.405, -0.695, -0.728, 0.348, 0.340, 0.330, 0.162, 0.389, 0.366, 0.274, 0.307, 0.281, 0.258, 0.256]
}

=====

Entry b
{
  "formula": "C60H165N15O15",
  "method": "the ωB97M-V functional and the def2-TZVPD basis",
  "symbols": ["C", "C", "C", "O", "C", "N", "H", "H", "H", "H", "H", "H", "H", "H", "H", "H", "H", "C", "C", "C", "O", "C", "N", "H", "H", "H", "H", "H", "H", "H", "H", "H", "H", "H", "C", "C", "C", "O", "C", "N", "H", "H", "H", "H", "H", "H", "H", "H", "H", "H", "H", "C", "C", "C", "O", "C", "N", "H", "H", "H", "H", "H", "H", "H", "H", "H", "H", "H", "C", "C", "C", "O", "C", "N", "H", "H", "H", "H", "H", "H", "H", "H", "H", "H", "H", "C", "C", "C", "O", "C", "N", "H", "H", "H", "H", "H", "H", "H", "H", "H", "H", "H", "C", "C", "C", "O", "C", "N", "H", "H", "H", "H", "H", "H", "H", "H", "H", "H", "H", "C", "C", "C", "O", "C", "N", "H", "H", "H", "H", "H", "H", "H", "H", "H", "H", "H", "C", "C", "C", "O", "C", "N", "H", "H", "H", "H", "H", "H", "H", "H", "H", "H", "H", "C", "C", "C", "O", "C", "N", "H", "H", "H", "H", "H", "H", "H", "H", "H", "H", "H", "C", "C", "C", "O", "C", "N", "H", "H", "H", "H", "H", "H", "H", "H", "H", "H", "H", "C", "C", "C", "O", "C", "N", "H", "H", "H", "H", "H", "H", "H", "H", "H", "H", "H", "C", "C", "C", "O", "C", "N", "H", "H", "H", "H", "H", "H", "H", "H", "H", "H", "H", "C", "C", "C", "O", "C", "N", "H", "H", "H", "H", "H", "H", "H", "H", "H", "H", "H", "C", "C", "C", "O", "C", "N", "H", "H", "H", "H", "H", "H", "H", "H", "H", "H", "H"],
  "xyz": [[-2.2689, 6.8995, 2.7524], [-1.5711, 7.0670, 1.4108], [-1.9612, 5.9967, 0.3596], [-0.9789, 5.9379, -0.6536], [-1.1691, 4.8986, -1.6297], [-2.0779, 8.2974, 0.8857], [-2.2479, 5.8414, 3.0132], [-3.3287, 7.1485, 2.6983], [-1.8033, 7.5362, 3.5047], [-0.4906, 7.1435, 1.5325], [-2.9828, 6.1320, 0.0041], [-2.0044, 5.0519, 0.9014], [-2.2304, 4.7560, -1.8332], [-0.7539, 3.9443, -1.3055], [-0.5550, 5.0165, -2.5225], [-1.9030, 8.2229, -0.1063], [-1.4202, 9.0163, 1.1518], [2.3947, 5.9716, -1.4886], [3.6301, 5.0855, -1.5660], [3.7629, 4.3345, -0.2154], [3.7387, 5.2947, 0.8278], [4.9790, 6.0926, 0.8104], [3.4513, 4.1538, -2.6890], [2.2092, 6.6426, -2.3272], [2.3582, 6.6845, -0.6649], [1.5241, 5.3269, -1.3683], [4.4607, 5.7139, -1.8873], [4.6422, 3.7024, -0.0911], [2.8593, 3.7629, -0.0036], [5.8847, 5.5555, 1.0921], [4.9185, 6.8089, 1.6298], [5.0444, 6.7303, -0.0711], [2.6416, 3.5563, -2.6028], [4.1763, 3.4508, -2.7041], [5.1686, -0.6502, -0.7489], [5.2517, 0.2636, -2.0208], [4.7695, -0.4010, -3.2746], [3.3570, -0.8164, -3.2290], [2.8347, -1.2501, -4.4559], [4.6212, 1.5751, -1.8509], [5.7368, -1.5774, -0.8240], [4.1577, -0.9853, -0.5166], [5.6095, -0.1476, 0.1120], [6.3195, 0.4365, -2.1547], [5.2501, -1.3533, -3.4991], [5.0111, 0.2880, -4.0839], [1.9634, -1.8934, -4.3331], [3.6132, -1.7380, -5.0423], [2.5346, -0.3541, -4.9993], [3.6198, 1.4507, -1.8074], [4.8374, 1.8387, -0.9002], [-6.1390, -4.2985, 6.1033], [-5.9645, -2.9327, 5.5077], [-5.2177, -2.9978, 4.1773], [-3.9345, -3.6713, 4.4169], [-3.0537, -3.6609, 3.3199], [-7.2858, -2.3012, 5.3407], [-5.3883, -5.0195, 5.7797], [-7.0967, -4.7536, 5.8506], [-6.2218, -4.1963, 7.1853], [-5.3803, -2.2751, 6.1514], [-5.0101, -2.0428, 3.6946], [-5.7164, -3.5690, 3.3943], [-2.3460, -4.4399, 3.6034], [-2.4663, -2.7427, 3.3210], [-3.5431, -3.8376, 2.3621], [-7.1325, -1.3338, 5.0945], [-7.7498, -2.1822, 6.2299], [7.5537, 1.3201, 1.6868], [6.7600, 2.4408, 2.3940], [5.2907, 1.9901, 2.7532], [4.4966, 1.8715, 1.6008], [3.1525, 1.4007, 1.8521], [7.4881, 2.7793, 3.5912], [7.4975, 0.4171, 2.2948], [8.6022, 1.5889, 1.5586], [7.1082, 1.0914, 0.7187], [6.7522, 3.3237, 1.7548], [4.8007, 2.5380, 3.5581], [5.2762, 0.9872, 3.1797], [2.6635, 1.7054, 0.9269], [2.6639, 1.9348, 2.6670], [3.2225, 0.3265, 2.0232], [7.4810, 2.0100, 4.2457], [7.0705, 3.5543, 4.0863], [3.6008, -4.2207, -1.2652], [2.6232, -5.1851, -2.0261], [2.9890, -5.4984, -3.4902], [1.9651, -6.1785, -4.1152], [1.9650, -6.1988, -5.5725], [2.4273, -6.3648, -1.2248], [3.9649, -3.4375, -1.9301], [4.4842, -4.7665, -0.9337], [3.0835, -3.8192, -0.3938], [1.6269, -4.7430, -2.0340], [3.8681, -6.1425, -3.4639], [3.1521, -4.5621, -4.0239], [1.3302, -7.0441, -5.8382], [2.9788, -6.2681, -5.9666], [1.3771, -5.3329, -5.8768], [2.1969, -6.0912, -0.2803], [1.5774, -6.7926, -1.5634], [-3.0587, -2.0683, 8.3470], [-1.8502, -1.2759, 7.8641], [-1.3935, -1.6603, 6.4107], [-0.1780, -0.9627, 6.0719], [0.1521, -1.1565, 4.6784], [-2.3233, 0.1229, 7.7645], [-3.2484, -1.9870, 9.4173], [-2.9059, -3.1237, 8.1215], [-3.9768, -1.6954, 7.8930], [-1.0485, -1.4334, 8.5856], [-2.2214, -1.3810, 5.7589], [-1.3435, -2.7491, 6.4113], [0.3470, -2.2287, 4.6583], [0.9905, -0.4922, 4.4688], [-0.7284, -1.0003, 4.0552], [-3.0682, 0.1289, 7.0824], [-1.5955, 0.6491, 7.3026], [-5.0066, 3.6498, 0.6769], [-4.4086, 2.7746, -0.4046], [-3.8491, 1.3507, 0.0427], [-2.8399, 1.4533, 1.0429], [-2.4484, 0.2080, 1.5683], [-5.4717, 2.6152, -1.3768], [-4.2914, 3.8216, 1.4813], [-5.8937, 3.2236, 1.1456], [-5.1261, 4.6337, 0.2234], [-3.6089, 3.3787, -0.8331], [-3.3766, 0.8008, -0.7712], [-4.7688, 0.8508, 0.3465], [-3.3222, -0.3341, 1.9299], [-1.7661, 0.2867, 2.4146], [-2.0401, -0.4816, 0.8294], [-5.7185, 3.5565, -1.6471], [-5.1710, 2.1590, -2.2262], [-7.4267, 0.4438, -3.8284], [-6.3005, -0.4225, -3.2406], [-4.8634, -0.2154, -3.7225], [-4.6518, 1.2076, -3.6782], [-3.4420, 1.6599, -4.2584], [-6.4386, -0.2287, -1.7821], [-8.4135, 0.1733, -3.4526], [-7.4266, 0.1790, -4.8857], [-7.1954, 1.5063, -3.7541], [-6.5777, -1.4542, -3.4568], [-4.7990, -0.6999, -4.6968], [-4.1231, -0.7978, -3.1739], [-2.6021, 1.0246, -3.9772], [-3.2728, 2.7182, -4.0600], [-3.4950, 1.4802, -5.3322], [-7.4128, -0.3938, -1.5728], [-6.3530, 0.7755, -1.7159], [-1.0798, -1.2477, -8.0624], [-1.4746, -0.5370, -6.8119], [-1.8012, -1.5952, -5.7288], [-0.7289, -2.5125, -5.5829], [-0.9237, -3.5294, -4.6327], [-0.3536, 0.2444, -6.4181], [-1.9071, -1.8860, -8.3725], [-0.2030, -1.8773, -7.9112], [-0.8336, -0.5099, -8.8259], [-2.3569, 0.0370, -7.0954], [-2.7256, -2.0928, -6.0220], [-2.0531, -1.1072, -4.7873], [-1.0101, -3.1069, -3.6317], [-0.0607, -4.1951, -4.6494], [-1.8945, -3.9714, -4.8567], [0.0338, 0.4377, -7.3306], [0.2671, -0.5021, -6.1399], [1.8160, 6.8214, 3.1416], [1.7803, 5.4011, 3.7038], [0.6319, 4.6781, 3.0323], [0.4961, 3.4031, 3.6451], [-0.2571, 2.4998, 2.8964], [3.0409, 4.7159, 3.4780], [0.9842, 7.4513, 3.4569], [1.8291, 6.8966, 2.0543], [2.7157, 7.2525, 3.5806], [1.5295, 5.4534, 4.7633], [0.8199, 4.5687, 1.9642], [-0.2037, 5.3337, 3.2772], [0.0159, 2.4505, 1.8422], [-1.2682, 2.8890, 3.0154], [-0.2271, 1.5441, 3.4197], [2.7023, 3.7744, 3.6163], [3.1148, 4.8055, 2.4747], [-0.5231, -6.2664, 1.2909], [-1.4491, -6.6631, 0.1625], [-1.6789, -5.3770, -0.7664], [-2.3135, -4.2671, -0.1144], [-2.1740, -3.1217, -0.9711], [-0.7087, -7.6792, -0.5003], [0.5495, -6.1598, 1.1292], [-0.5497, -7.0494, 2.0488], [-0.9478, -5.4212, 1.8326], [-2.4085, -7.0395, 0.5175], [-2.2509, -5.7096, -1.6326], [-0.7084, -5.1203, -1.1911], [-2.6908, -3.2064, -1.9271], [-1.1617, -2.8461, -1.2668], [-2.5197, -2.2419, -0.4285], [-0.5808, -8.5239, 0.0385], [-1.2048, -7.9182, -1.3470], [1.4179, -4.9528, 5.9006], [1.4251, -6.1076, 4.8522], [2.8110, -6.1594, 4.0566], [3.0196, -5.0480, 3.1898], [4.1071, -5.2177, 2.2456], [1.0857, -7.3459, 5.5620], [1.7812, -3.9859, 5.5523], [2.0810, -5.2911, 6.6968], [0.4604, -4.6992, 6.3554], [0.6214, -6.0250, 4.1205], [2.7328, -7.1099, 3.5288], [3.6045, -6.3033, 4.7899], [4.2186, -4.2486, 1.7592], [3.8689, -5.8907, 1.4220], [5.0515, -5.5550, 2.6729], [1.2128, -8.1175, 4.9227], [1.6799, -7.4576, 6.3711], [-0.6601, 0.1991, -1.7122], [0.6242, 0.3548, -0.8672], [1.2647, -0.8886, -0.2401], [0.3693, -1.4151, 0.7155], [0.8934, -2.6395, 1.2283], [1.5691, 1.0480, -1.7271], [-0.5300, -0.4124, -2.6050], [-1.1856, 1.1094, -2.0009], [-1.4197, -0.2499, -1.0723], [0.4488, 1.0149, -0.0178], [2.1521, -0.6082, 0.3273], [1.5907, -1.5848, -1.0129], [0.1304, -2.9366, 1.9478], [1.7971, -2.4840, 1.8175], [1.1554, -3.4020, 0.4947], [1.0369, 1.5639, -2.4132], [2.0616, 0.3406, -2.2536], [2.1457, 2.5788, -5.5991], [0.9721, 3.1779, -4.8583], [-0.0867, 3.7920, -5.7826], [-1.1198, 4.4499, -5.0125], [-2.1601, 5.1192, -5.7833], [0.3060, 2.0044, -4.1977], [1.7900, 1.7759, -6.2449], [2.8456, 2.1366, -4.8901], [2.5416, 3.4075, -6.1861], [1.3112, 3.9252, -4.1409], [-0.5716, 3.0773, -6.4475], [0.3466, 4.5551, -6.4292], [-1.5961, 5.9724, -6.1603], [-2.9715, 5.5238, -5.1784], [-2.5274, 4.5072, -6.6071], [-0.5977, 2.3642, -3.9255], [0.1251, 1.3318, -4.9291]],
  "mulliken_charge": [-1.643, 1.538, -0.656, -0.375, -1.267, -0.818, 0.309, 0.417, 0.340, -0.274, 0.433, -0.088, 0.574, 0.235, 0.457, 0.320, 0.287, -1.043, 0.245, 0.176, -0.113, -0.975, -0.388, 0.501, 0.234, -0.080, 0.267, 0.361, -0.563, 0.175, 0.332, 0.361, -0.607, 0.623, -0.187, 0.489, -1.850, 0.774, -0.850, -0.199, 0.612, -0.436, -0.377, 0.675, 0.522, 0.384, 0.028, 0.532, -0.138, 0.250, -0.258, -1.538, 1.562, -0.794, -0.438, -0.153, -0.852, 0.299, 0.422, 0.344, -0.280, 0.154, 0.305, 0.085, -0.139, 0.519, 0.278, 0.279, -1.187, 0.876, -0.914, 0.457, -0.393, -0.778, 0.390, 0.391, 0.084, -0.212, 0.379, 0.376, -0.581, 0.206, 0.405, 0.268, 0.272, -0.652, 1.509, -0.648, -0.354, -0.594, -0.748, 0.014, 0.517, -0.276, -0.527, 0.351, 0.338, 0.248, 0.333, 0.121, -0.069, 0.333, -1.190, 0.253, -0.050, -0.532, 0.359, -0.811, 0.391, 0.368, 0.095, 0.366, 0.069, 0.003, -0.012, 0.367, -0.305, 0.259, 0.348, -1.820, 2.408, -0.244, 0.047, 0.306, -0.585, 0.230, 0.391, 0.502, -1.358, -0.095, 0.443, 0.387, -0.769, -0.118, 0.306, 0.367, -1.319, -0.237, 0.059, -0.746, -0.109, -0.605, 0.400, 0.386, 0.236, 0.527, 0.350, -0.106, -0.389, 0.412, 0.316, 0.295, 0.155, -1.759, -0.208, -0.116, -0.395, 0.093, -0.214, 0.463, 0.281, 0.512, 0.215, 0.707, -0.113, -0.115, -0.386, 0.533, 0.290, -0.003, -1.430, -0.115, 0.172, -0.462, -0.138, -0.488, 0.489, -0.009, 0.442, 0.566, 0.055, 0.086, 0.094, 0.452, -0.021, 0.342, 0.282, -1.047, 0.433, -0.634, -0.181, -0.078, -0.510, -0.028, 0.546, -0.018, 0.292, 0.318, 0.177, 0.588, -0.157, -0.075, 0.248, 0.225, -1.606, 1.491, -0.874, -0.101, -0.822, -0.688, 0.341, 0.460, 0.371, -0.479, 0.345, 0.265, 0.085, 0.375, 0.419, 0.254, 0.269, 0.638, 0.478, -0.184, 1.262, -0.608, 2.018, 0.175, -0.123, -0.737, -0.944, -0.583, 0.224, 0.078, 0.302, -0.426, -0.919, -0.482, -1.378, 1.202, -1.230, 0.010, -0.974, 1.152, 0.149, -0.014, 0.553, -0.131, 0.233, 0.540, 0.346, 0.248, 0.321, -0.245, -0.508]
}

=====

Short version: entry a is the least stable of them.